1.
23
Properties=species:S:1:pos:R:3:forces:R:3 method="wB97M-V/def2-TZVPD" max_force_ev_per_a=4.2 spin_multiplicity=1 lumo_energy_ev=0.5 e_tot_ev=-34691.12046 relative_energy_kcal_mol=54.1 mol_weight_g_mol=205.3
O 3.96806 0.53656 0.04581 -1.29 -0.81 -1.71
H -1.85106 -1.86404 -0.87838 -0.44 0.22 -0.27
S 0.60636 1.68804 -0.51152 -1.01 -1.22 0.15
H -4.72122 1.11322 0.37955 2.16 -0.91 -0.52
H -4.15864 -1.32492 0.88685 0.16 -0.67 -2.31
H -2.20771 2.25818 0.74407 1.01 -1.80 0.41
C -0.25472 0.22334 -0.29309 1.86 0.72 -0.32
C -3.67222 -0.83930 -0.02684 -3.21 -0.09 0.02
H 2.80586 -2.14514 -0.58173 -1.25 3.16 -0.24
H 4.42661 0.86531 0.78568 0.70 0.81 1.80
C -2.39818 1.31603 0.16299 -1.84 -1.76 -0.48
H 2.60361 -0.59595 -1.69587 -1.01 -0.52 0.64
O 2.39719 -0.23270 1.48802 -0.40 0.73 3.55
C 2.83188 -0.10962 0.41704 1.61 -1.42 -2.86
N -1.54737 0.08154 -0.10577 0.59 2.33 0.72
C -3.69512 0.54412 0.53837 -2.51 2.96 1.68
H -3.88061 0.37466 1.62642 1.25 0.74 -0.30
C -2.25004 -1.20258 -0.11044 1.74 -0.34 2.35
H -1.94952 -1.66661 0.88382 -0.38 0.02 -1.08
H -4.29011 -0.80892 -0.99060 1.02 -0.81 1.28
C 2.29697 -1.00984 -0.70281 0.90 -1.69 0.21
S 0.54574 -1.34138 -0.22522 1.01 -0.35 -1.38
H -2.45263 1.71329 -0.81339 -0.64 0.69 -1.31

2.
16
Properties=species:S:1:pos:R:3:forces:R:3 method="wB97M-V/def2-TZVPD" max_force_ev_per_a=2.4 spin_multiplicity=1 lumo_energy_ev=0.9 e_tot_ev=-11348.78010 relative_energy_kcal_mol=123.0 mol_weight_g_mol=116.1
H -1.24006 -0.54752 -1.06433 1.60 -0.18 -1.34
C -0.16015 -0.84403 -1.38700 -1.86 1.07 1.11
H 1.74261 0.00251 -1.63828 0.66 -0.14 -0.53
C 0.60099 1.38157 -0.54281 -0.72 0.31 -0.35
N 0.16532 0.65717 0.62042 -0.14 0.38 0.62
O -1.54997 -0.09965 1.69697 0.18 0.05 -0.37
H -0.44082 -2.10193 0.33594 0.78 0.48 -0.16
C 0.36671 -1.47814 -0.12907 -0.64 -1.75 0.32
N -1.12197 0.75308 0.95105 0.04 -0.07 0.61
H 0.50201 0.85555 -2.60950 0.15 -0.08 -0.47
H -0.16945 2.15768 -0.71201 0.38 -0.45 -0.06
H 1.21699 -2.11012 -0.34450 0.32 -0.22 0.05
C 0.73104 0.35786 -1.68095 -0.62 0.33 0.31
O 0.86312 -0.51759 0.80402 -0.21 0.26 0.27
H 1.54484 1.87298 -0.34449 0.19 0.10 0.12
H -0.19628 -1.56658 -2.19210 -0.10 -0.08 -0.12

3.
9
Properties=species:S:1:pos:R:3:forces:R:3 method="wB97M-V/def2-TZVPD" max_force_ev_per_a=0.4 spin_multiplicity=1 lumo_energy_ev=-1.9 e_tot_ev=-18360.07743 relative_energy_kcal_mol=37.6 mol_weight_g_mol=87.2
Si -2.69200 -1.33059 0.11663 -0.03 -0.15 0.38
C -3.03739 0.50169 -0.06421 0.09 -0.37 -0.08
H 2.86084 -0.42806 -0.95432 0.10 -0.11 -0.23
H 3.34151 0.39613 1.23099 0.23 0.09 0.23
N -3.29439 1.62195 -0.00553 -0.08 0.42 -0.01
H -2.37562 -1.51647 -1.33168 0.04 0.10 -0.28
Si 2.28348 0.15220 0.25748 -0.02 -0.04 -0.07
H 1.59280 1.39477 -0.07663 -0.12 0.27 -0.05
H 1.32078 -0.79162 0.82727 -0.22 -0.20 0.11

4.
140
Properties=species:S:1:pos:R:3:forces:R:3 method="wB97M-V/def2-TZVPD" max_force_ev_per_a=1.2 spin_multiplicity=1 lumo_energy_ev=1.3 charge=-1 e_tot_ev=-140705.05703 relative_energy_kcal_mol=6.0 mol_weight_g_mol=1283.9
H 1.61378 -0.09757 5.38860 0.02 -0.02 0.00
C 1.67429 -1.35059 2.99268 0.05 -0.17 -0.04
C -2.06982 -2.44911 -2.94068 0.07 -0.06 -0.10
C -2.96858 4.97914 -0.86621 -0.01 0.02 0.06
C -4.83951 -5.97703 1.51136 0.05 0.01 -0.02
C 3.36424 0.19254 0.32367 -0.05 -0.14 -0.01
H -0.88365 -2.33016 -7.76062 0.00 0.01 0.01
C 2.54747 -0.85243 2.04599 0.07 0.12 -0.03
H -7.63602 -2.15517 1.07899 0.02 -0.01 0.01
C 4.82156 1.44827 -1.23839 -0.08 0.01 0.01
C -2.17547 -2.73538 0.61608 0.06 -0.03 0.04
C -1.49445 1.59921 -0.10813 -0.18 -0.03 -0.71
C -4.69974 0.31566 1.18219 0.05 0.03 0.02
C 6.48561 3.11835 -0.69998 -0.01 -0.02 0.01
H 2.57007 6.17531 -2.72520 0.00 -0.01 0.00
N 1.03820 2.22741 0.42468 0.15 0.13 0.23
H 3.58986 -3.14792 7.67378 0.00 0.01 0.00
C -0.58169 -1.67893 -5.73964 0.01 0.04 -0.05
H -7.30982 -1.56142 -1.82595 0.02 0.00 -0.02
C -6.08012 0.03218 -4.11210 0.09 -0.12 -0.01
C 2.70197 1.15748 -3.27212 0.07 -0.06 -0.04
C 1.40228 2.54652 1.66907 -0.05 0.13 -0.32
H -7.42044 -0.37692 -5.72887 0.03 0.01 0.01
H -5.62707 -2.05591 -1.99042 0.01 -0.04 0.00
C 6.82550 1.66748 -2.57920 -0.05 0.00 0.02
C -2.90545 4.67935 1.52201 0.01 -0.02 0.00
H 5.46648 0.33783 1.09778 -0.01 0.00 0.00
C -2.33082 3.42585 1.34836 -0.06 0.03 0.05
H 4.67343 2.80973 0.41005 -0.01 0.00 -0.03
H -2.54546 -3.01909 3.45627 0.04 -0.03 0.03
H -10.14801 -0.11060 -5.02219 -0.02 0.01 0.00
H -3.86292 1.00551 1.22355 -0.09 -0.02 -0.02
H -1.97214 -5.29278 -0.16173 0.00 0.00 0.00
C -4.98859 -0.76407 -4.79400 -0.09 0.04 0.08
C 2.55867 0.67377 -1.92262 0.02 -0.21 -0.04
C 7.26188 2.71339 -1.77668 0.00 -0.04 -0.01
N -0.91664 -1.57040 -1.15118 -0.09 0.05 -0.12
H -5.25068 -1.82611 -4.81999 0.01 0.02 0.01
C 1.40147 4.36943 -2.60228 -0.03 -0.01 0.01
H -7.06490 1.56396 -0.18335 0.03 0.00 0.00
C -1.66677 -0.35791 -7.43689 0.00 -0.03 0.02
C 2.24760 5.35517 -2.09549 0.02 0.01 0.05
C -6.86377 2.19905 -1.04946 -0.02 -0.10 -0.08
C -1.45861 -2.19397 1.67922 0.16 -0.17 0.04
C -3.13642 -3.84128 0.89971 -0.06 0.13 0.08
C 0.31870 -1.54979 2.75950 -0.05 -0.29 -0.03
H -0.36319 -2.20276 4.78720 0.00 -0.06 -0.02
H -3.09155 5.05379 2.52115 0.02 0.00 -0.01
H 1.42210 0.84148 -5.01369 0.00 -0.01 0.02
H -2.03997 2.81690 2.19682 0.00 0.00 -0.01
H -9.56560 1.24631 -5.98202 -0.02 0.00 0.01
H 3.28256 6.07152 -0.34429 -0.02 0.00 -0.03
C -5.92141 0.65304 -2.86351 0.03 0.16 -0.08
H 3.85544 -4.49766 5.61739 -0.01 0.00 -0.01
C 0.82612 -0.04052 -3.04046 0.12 -0.08 0.06
C -5.07010 -0.25821 -0.03514 0.07 -0.04 0.03
C 3.36016 -3.53549 5.57402 0.01 0.07 0.00
H -2.01904 -0.24619 -8.45486 0.01 0.01 0.00
C -8.18455 1.47768 -3.02792 0.00 -0.06 -0.04
C -0.76215 -0.65803 -4.81150 -0.02 0.01 0.04
H -4.49737 -2.64615 2.03618 0.01 -0.02 -0.02
C -9.69559 0.88147 -4.96120 0.09 0.01 0.03
Ti 0.09026 -0.00431 -0.03885 0.92 -0.67 0.29
H -2.18536 3.33979 -2.02660 -0.01 0.00 0.01
C -7.30291 0.12218 -4.77020 -0.05 0.02 0.02
C 2.58371 -1.54115 6.66389 0.01 0.02 -0.02
H -3.19572 5.59340 -1.72917 -0.03 -0.01 0.01
H -6.00898 -4.52269 2.57125 0.01 0.02 0.00
C -6.97529 1.41928 -2.33777 -0.01 0.08 0.07
H -3.47047 -7.18095 0.37476 0.00 0.00 0.00
N 2.21206 -0.35476 0.81589 -0.15 0.21 -0.06
C -1.03515 -1.55129 -2.51873 -0.04 -0.04 0.12
C -4.27197 -3.64341 1.67738 -0.09 0.10 -0.05
C 2.23395 -1.82558 4.29431 -0.13 0.15 0.05
H 7.43114 1.32964 -3.41125 0.00 0.01 0.00
C 0.98164 3.30737 -1.81956 0.00 0.01 0.03
C -3.70434 -6.18780 0.73780 -0.04 0.06 -0.01
H 2.47648 -0.94092 7.55927 -0.01 0.00 -0.02
H -2.35628 -2.62954 -3.96419 -0.03 0.04 0.02
H -8.99899 2.05893 -2.60601 0.02 0.01 -0.01
H -3.38861 -3.72275 -1.74917 0.00 0.02 -0.02
C -1.67660 -2.51800 3.06473 -0.03 0.00 -0.05
C 5.61473 1.04300 -2.31299 0.03 -0.03 0.07
H -4.86042 -0.42993 -5.82519 -0.01 -0.01 0.00
C -1.84963 0.66543 -6.51615 0.02 -0.01 0.03
H -3.68541 6.42666 0.55348 0.02 0.01 -0.01
H 8.20566 3.20178 -1.98673 -0.01 0.01 0.01
H -5.49656 -6.80358 1.75263 0.00 0.01 -0.01
H -7.05703 -1.03595 3.20055 0.01 -0.01 0.00
C -1.03184 -1.52978 -7.04574 -0.02 0.01 0.03
C -6.09834 -1.21059 -0.06724 0.00 -0.03 -0.06
C -5.12130 -4.70002 1.97576 0.00 -0.01 -0.01
Te -4.08739 0.47138 -1.77975 -0.48 -0.21 -0.05
N 1.38698 -0.02270 -1.78873 -0.24 0.37 -0.33
H 1.05395 4.44229 -3.62670 0.03 -0.05 0.00
C -2.86287 -5.12772 0.43179 -0.02 -0.03 0.08
C 4.45100 0.01569 1.25673 0.04 0.01 -0.05
H 3.50986 1.77091 -3.63393 0.00 -0.01 0.03
C -2.10057 2.94233 0.06681 0.03 -0.08 0.36
C 2.87385 -3.06075 4.36336 0.01 0.02 0.06
N -0.26673 -1.53485 1.52796 -0.07 0.34 -0.13
C -5.38725 0.02312 2.35049 -0.02 -0.01 -0.02
H -4.03062 -0.67154 -4.28905 0.03 -0.03 -0.03
C 1.63965 0.69971 -3.96694 0.00 0.00 -0.04
C -2.58369 -3.00996 -1.82529 0.03 -0.10 0.08
O -1.27574 0.82932 0.97534 -0.49 0.24 0.23
H -10.39431 1.54298 -4.44907 -0.01 -0.01 -0.01
H -5.86119 2.60902 -0.92271 0.00 0.02 0.02
H -2.34543 1.58217 -6.81154 0.00 -0.01 0.00
N -1.08164 1.11834 -1.22045 0.31 0.28 0.44
C -8.37472 0.82395 -4.23660 0.00 0.01 0.00
H -5.07855 0.47902 3.28338 0.00 0.00 -0.02
C 2.20539 4.24797 0.01900 0.10 0.14 0.03
H 0.30767 2.55306 -2.20057 0.01 0.00 -0.04
C 3.94776 -0.64633 2.31507 -0.02 -0.07 0.05
C -3.23304 5.45184 0.41732 0.04 -0.04 -0.05
H -1.54310 1.30207 -4.47770 0.00 -0.02 -0.02
S 2.43206 3.99775 1.71754 -0.06 -0.03 0.08
H -7.58507 3.01704 -1.04189 0.00 -0.01 -0.01
C 3.21406 -2.77582 6.72860 -0.01 -0.05 -0.06
H -6.74260 -3.02220 -1.00242 0.01 0.00 -0.01
H 4.45708 -0.95677 3.21299 0.00 0.01 -0.02
C 3.52428 0.77774 -0.93208 0.18 0.05 0.06
C -2.40464 3.72743 -1.03972 0.03 0.02 -0.05
C -6.46512 -2.00754 -1.29450 0.01 0.13 0.05
C -1.87234 -2.45049 -0.70991 -0.01 -0.01 -0.13
H 5.28290 0.21611 -2.92893 0.01 0.01 0.00
C -6.81250 -1.44837 1.10921 0.00 0.02 0.02
C -0.29449 -0.76578 -3.39765 -0.07 0.06 -0.07
H 6.81792 3.92958 -0.06360 -0.01 0.00 -0.01
C -6.48190 -0.83163 2.30532 0.04 0.01 -0.05
H 2.98489 -3.64510 3.45762 -0.02 -0.01 0.02
H -0.07783 -2.58844 -5.43376 -0.01 0.01 0.00
C -0.57704 -2.11263 3.73466 0.04 0.04 0.02
S 0.98147 1.84506 3.13215 0.06 -0.02 -0.03
C 5.27835 2.48903 -0.43044 -0.02 0.07 -0.04
C 2.09650 -1.06647 5.45234 0.01 0.04 0.02
C 1.40459 3.21976 -0.49295 -0.16 -0.15 0.06
C 2.65104 5.30089 -0.77053 -0.03 -0.07 0.01
C -1.40136 0.51449 -5.21111 -0.03 -0.01 -0.01